[1]
Formula: C14H21N7
Source: OMol25
Level of theory: ωB97M-V/def2-TZVPD

Results
HOMO energy = -0.4101 Ha
ΔE to the lowest compared entry with this formula, charge and spin = 105.2 kJ/mol
HOMO-LUMO gap = 11.39 eV
SMILES = CC#N.CC#N.CC#N.CC#N.CC#N.CC#N.CC#N

Element x y z (Å)
C: -4.85370 0.51380 0.42454
C: -5.26028 1.53713 -0.55779
N: -5.59252 2.44927 -1.26081
H: -3.88564 0.08141 0.17158
H: -5.51713 -0.33250 0.24640
H: -4.95982 0.83417 1.46098
C: 1.03950 0.62786 -2.14765
C: 1.80100 1.10177 -0.97558
N: 2.40079 1.46474 -0.04241
H: 0.45184 -0.26289 -1.92559
H: 1.76902 0.28542 -2.88157
H: 0.30150 1.33695 -2.52270
C: 1.08120 3.64066 3.09339
C: -0.13573 3.24255 2.45596
N: -1.11299 2.89087 1.85223
H: 1.30400 3.02961 3.96806
H: 1.21691 4.67462 3.41059
H: 1.85762 3.26776 2.42538
C: -0.54232 -0.44473 0.88883
C: 0.42261 -1.54709 0.93282
N: 1.15872 -2.43080 0.85796
H: -0.71515 -0.17526 -0.15309
H: -0.09281 0.41696 1.38231
H: -1.43122 -0.71166 1.46042
C: 4.45281 1.10007 3.30088
C: 3.02449 0.81217 3.33239
N: 1.92866 0.61413 3.44967
H: 5.09901 0.24273 3.48924
H: 4.65156 1.81754 4.09703
H: 4.72257 1.69857 2.43074
C: 2.58306 -3.84291 -1.97451
C: 3.51299 -4.54712 -1.01537
N: 4.24291 -5.09352 -0.35900
H: 3.13639 -2.98912 -2.36564
H: 1.71159 -3.51116 -1.41008
H: 2.20496 -4.37217 -2.84916
C: -3.90621 -1.34968 -4.21669
C: -3.18879 -1.04050 -2.99192
N: -2.68848 -0.74868 -2.02493
H: -4.13105 -0.34882 -4.58522
H: -4.77927 -1.96740 -4.00623
H: -3.28262 -1.96474 -4.86548

Forces on atoms 1 to 2 (eV/Å):
-0.53 -0.60 -0.96
-1.05 4.27 -2.32



[2]
Formula: C14H21NPSr
Source: OMol25
Level of theory: ωB97M-V/def2-TZVPD

Results
HOMO energy (alpha / beta) = -0.0090 / -0.0090 Ha
ΔE to the lowest compared entry with this formula, charge and spin = 0.0 kJ/mol
HOMO-LUMO gap (alpha / beta) = 2.77 / 2.77 eV
Total charge = -1

Element x y z (Å)
C: -1.12053 1.04438 -3.52414
Sr: 0.06316 0.57313 -1.20600
N: 1.17897 -1.92947 -0.93222
H: -0.71229 1.89004 0.78463
H: 0.11776 1.86898 0.70401
H: -1.25794 1.99623 -2.90394
H: -1.87541 0.28987 -3.19326
H: -0.79035 1.21461 -4.55380
H: 0.97838 -2.77195 -0.40076
H: 2.11715 -1.64953 -0.70842
H: 1.21334 -2.20635 -1.89810
C: 3.04204 0.22478 1.94724
P: 1.20831 0.06058 2.01684
C: 1.02977 -1.59514 2.78976
C: -0.04969 -2.37247 2.32384
C: -0.39823 -3.51932 3.02662
C: 0.34579 -3.92596 4.14124
C: 1.48882 -3.21166 4.52660
C: 1.83752 -2.03898 3.85313
C: 0.75964 1.17753 3.39185
C: 1.72141 1.86703 4.15394
C: 1.31346 2.87294 5.03592
C: -0.05389 3.11240 5.24749
C: -1.01511 2.33886 4.57487
C: -0.61470 1.37622 3.64552
H: 3.43757 -0.51685 1.21480
H: 3.39128 0.00533 2.97807
H: 3.28189 1.26700 1.63900
H: -0.63691 -2.05303 1.44444
H: -1.27034 -4.08305 2.70909
H: 0.04302 -4.80027 4.71206
H: 2.10703 -3.54453 5.35980
H: 2.72077 -1.46197 4.15418
H: 2.77399 1.59439 4.07395
H: 2.07022 3.45093 5.57851
H: -0.35743 3.86927 5.97657
H: -2.07437 2.47937 4.79964
H: -1.36516 0.76395 3.12939

Forces on atoms 1 to 2 (eV/Å):
0.75 0.39 2.06
-0.13 -0.58 -0.81



[3]
Formula: C14H21O12Pt
Source: OMol25
Level of theory: ωB97M-V/def2-TZVPD

Results
HOMO energy (alpha / beta) = -0.1395 / -0.1384 Ha
Spin multiplicity = 3
ΔE to the lowest compared entry with this formula, charge and spin = 200.0 kJ/mol
HOMO-LUMO gap (alpha / beta) = 5.89 / 5.86 eV
Total charge = -1

Element x y z (Å)
Pt: 2.60873 -13.54598 12.90445
C: 0.94670 -10.79305 15.64920
C: 1.64935 -11.63516 14.55489
O: 0.96326 -12.57492 14.03861
O: 2.83505 -11.69757 14.33532
H: -0.00357 -11.21146 15.98089
H: 0.81308 -9.87195 15.08190
H: 1.75219 -10.67972 16.37477
C: 6.13970 -12.85453 10.09913
C: 5.16475 -13.00514 11.27357
O: 5.39361 -12.34666 12.32880
O: 4.07187 -13.57897 11.18377
H: 5.68237 -12.94146 9.11353
H: 6.71452 -13.78057 10.11042
H: 6.90411 -12.08366 10.19679
C: 4.67920 -16.72850 14.96998
C: 4.02773 -15.41955 14.39618
O: 2.87326 -15.52262 14.00074
O: 4.54965 -14.26768 14.29271
H: 5.59907 -16.53053 15.52021
H: 4.95127 -17.38019 14.13969
H: 4.11147 -17.24527 15.74376
C: -1.64462 -18.22204 11.45391
C: -1.40408 -16.94535 10.62538
C: -2.21804 -15.69572 11.02396
O: -1.23963 -14.75437 11.39409
C: 0.01007 -15.24363 11.41285
O: 0.96752 -14.74778 11.91628
O: -0.05542 -16.52295 10.88377
H: -1.98426 -18.93267 10.70042
H: -2.57804 -18.29155 12.01246
H: -0.77488 -18.64044 11.96045
H: -1.54235 -17.14514 9.56280
H: -2.85940 -15.84385 11.89276
H: -2.73224 -15.30580 10.14551
C: -2.97433 -12.30509 9.37755
C: -1.66158 -11.35599 9.35806
C: -1.56258 -10.30311 10.48326
O: -0.55885 -10.75965 11.28984
C: 0.17801 -11.60685 10.68795
O: 1.22215 -12.00032 11.09118
O: -0.48544 -12.13057 9.56511
H: -3.19128 -12.91701 10.25310
H: -2.73201 -12.84925 8.46471
H: -3.88994 -11.74194 9.19694
H: -1.51576 -10.97969 8.34552
H: -2.45606 -10.30563 11.10758
H: -1.39549 -9.31894 10.04555

Forces on atoms 1 to 2 (eV/Å):
0.55 0.32 -0.24
1.52 0.13 -1.91



[4]
Formula: C14H22AgBrF2GaISi
Source: OMol25
Level of theory: ωB97M-V/def2-TZVPD

Results
HOMO energy = -0.2887 Ha
HOMO-LUMO gap = 4.84 eV

Element x y z (Å)
C: -3.26985 -1.04680 -0.86451
C: -3.45530 -1.34736 -2.34791
C: -2.20308 -1.20810 -3.22658
I: -2.54005 0.29898 -4.73850
Ga: -0.49659 -0.70535 -2.26309
Br: 1.31506 -0.17027 -3.75183
C: 0.23485 -2.29082 -1.18856
F: -0.68904 -2.76087 -0.23507
F: 0.36553 -3.36438 -2.04099
C: 1.53662 -2.21435 -0.42811
C: 1.37029 -1.55279 0.95658
Si: 2.15867 0.07318 1.48677
C: 3.62201 0.60628 0.47544
C: 2.65609 -0.10241 3.28528
C: 0.86957 1.45735 1.36943
C: 1.22428 2.83962 1.37602
C: 0.28658 3.87942 1.22774
C: -1.09013 3.60575 0.99481
C: -1.43598 2.23531 0.92548
C: -0.51455 1.19851 1.16351
H: -2.73323 -1.82813 -0.35938
H: -4.24448 -0.95342 -0.38635
H: -2.72497 -0.11452 -0.75928
H: -4.24423 -0.71795 -2.71736
H: -3.81444 -2.35928 -2.42569
H: -2.07741 -2.10180 -3.80595
H: -0.74922 0.59427 -1.44484
H: 2.27993 -1.75874 -1.06220
H: 1.84082 -3.23741 -0.27532
H: 0.31196 -1.49070 1.12514
H: 1.71875 -2.24882 1.70027
H: 3.33078 1.22570 -0.35675
H: 4.33402 1.13871 1.08442
H: 4.12954 -0.24581 0.05714
H: 2.25974 -1.00393 3.72052
H: 2.29795 0.72482 3.87209
H: 3.72662 -0.12676 3.37211
H: 2.25686 3.10435 1.49252
H: 0.61357 4.89578 1.24152
H: -1.79507 4.38141 0.80041
H: -2.43098 1.97457 0.58236
H: -0.82448 0.17756 1.03747
Ag: -3.40704 0.53921 1.33122

Forces on atoms 1 to 2 (eV/Å):
-0.13 0.12 0.38
0.15 0.09 -0.21



[5]
Formula: C14H22B3F10NO4S
Source: OMol25
Level of theory: ωB97M-V/def2-TZVPD

Results
HOMO energy = -0.3469 Ha
HOMO-LUMO gap = 8.39 eV
SMILES = CN(C)B(O)B(CCCCC(F)(F)C(F)(F)S(F)(F)(F)(F)F)OB(O)O.Fc1ccccc1

Element x y z (Å)
C: 4.50757 -1.99177 -0.68766
N: 4.11328 -0.55381 -0.81053
C: 4.47201 0.06550 0.52169
B: 2.65401 -0.39039 -1.08079
O: 1.93927 0.53502 -0.20639
B: 1.80886 -1.13535 -2.31014
C: 0.84093 -0.38911 -3.38399
C: -0.20494 0.62740 -2.73428
C: -1.50246 -0.11695 -2.10888
C: -1.32741 -0.34966 -0.51682
C: -2.73087 -0.82863 0.08470
F: -3.40062 -1.46137 -1.01456
F: -3.58806 0.25691 0.40638
C: -2.64917 -1.94114 1.20506
F: -2.06209 -3.08235 0.59888
F: -3.93950 -2.37106 1.57881
S: -1.65307 -1.56436 2.72998
F: -0.19444 -1.77639 1.98055
F: -1.64330 -3.20750 3.07395
F: -3.06910 -1.47689 3.62630
F: -1.67090 0.06757 2.51509
F: -0.82412 -1.32020 4.14181
O: 1.95465 -2.58415 -2.49570
B: 0.97550 -3.30248 -1.74607
O: -0.35859 -3.36194 -2.26525
O: 1.29414 -3.99409 -0.50672
H: 3.77428 -2.54502 -0.00105
H: 5.55842 -2.13860 -0.27039
H: 4.49430 -2.46812 -1.72251
H: 3.79920 -0.30951 1.36905
H: 5.53158 -0.26709 0.80932
H: 4.50436 1.19816 0.45716
H: 1.70929 0.10441 0.63868
H: 1.45895 0.12620 -4.20542
H: 0.23923 -1.19426 -3.94111
H: -0.62872 1.26991 -3.58613
H: 0.25335 1.36399 -2.00002
H: -2.40754 0.52751 -2.32307
H: -1.56427 -1.11061 -2.67392
H: -1.09152 0.65731 -0.05183
H: -0.50401 -1.12106 -0.41735
H: -0.92955 -3.72576 -1.55919
H: 1.39643 -4.92904 -0.80121
F: -0.75943 2.49037 -0.28068
C: -1.18469 3.33577 0.67751
C: -0.34292 3.64352 1.73334
C: -0.78002 4.51992 2.72027
C: -2.05703 5.06920 2.64484
C: -2.89483 4.74797 1.58147
C: -2.45471 3.88033 0.58839
H: 0.64465 3.19946 1.77882
H: -0.12699 4.77412 3.54740
H: -2.39872 5.74938 3.41760
H: -3.89057 5.17319 1.52612
H: -3.09010 3.62554 -0.25148

Forces on atoms 1 to 2 (eV/Å):
0.05 -1.12 -0.91
-1.47 -0.46 2.30



Number 1: E_tot -929.25020 a.u.. Number 2: E_tot -972.70700 a.u.. Number 3: E_tot -1568.20737 a.u.. Number 4: E_tot -5979.27346 a.u.. Number 5: E_tot -2373.84703 a.u..